1.
This record from the OMol25 dataset describes a molecular structure, C29H24BrCl4F6IN2O5PSSbTl. The level of theory is ωB97M-V with the def2-TZVPD basis set.

```
! wB97M-V def2-TZVPD RIJCOSX def2/J DEFGRID3
* xyz 0 2
Tl 0.564 0.307 -0.282
I -4.976 0.786 -2.330
Sb -2.038 -2.961 -2.167
Br 1.028 -2.748 2.361
Cl 5.858 1.163 -0.674
Cl -5.316 4.643 1.771
Cl 4.778 2.752 1.498
Cl 4.616 3.700 -1.240
S 2.346 3.346 8.087
P 0.820 0.874 -2.721
F -1.041 -1.453 -1.486
F -3.317 -2.602 -0.840
F -2.910 -1.808 -3.382
F -0.679 -3.144 -3.482
F -1.046 -4.062 -1.009
F -2.995 -4.429 -2.824
O 2.174 2.330 -0.376
O 2.344 -6.088 -1.292
O 3.128 0.330 -0.231
O -1.936 1.206 -1.447
O 3.387 5.090 6.363
N -0.745 2.788 0.385
N 1.422 -2.169 -0.331
C 1.458 -3.145 0.569
C 0.776 0.862 2.868
C -2.072 2.827 0.262
C 4.564 2.262 -0.197
C 3.661 5.687 8.665
C 1.728 -2.528 -1.584
C 3.201 4.823 7.516
C 3.164 1.570 -0.283
C 2.508 0.775 -3.362
C 2.068 -4.797 -1.017
C -2.662 1.924 -0.759
C -4.881 2.803 -0.111
C 0.375 2.610 -2.929
C -0.159 3.594 1.253
C 0.553 2.436 6.242
C 0.177 1.843 5.046
C -4.298 3.630 0.830
C -2.241 4.511 1.963
C 0.454 0.456 1.780
C -2.878 3.673 1.035
C 1.900 2.581 6.554
C -0.206 -0.056 -3.874
C 2.499 1.531 4.478
C 2.873 2.115 5.676
C 1.148 1.398 4.149
C 1.776 -4.459 0.291
C -0.874 4.476 2.066
C -4.107 1.975 -0.905
C 2.062 -3.797 -1.980
H 0.922 3.522 1.308
H 2.990 6.545 8.728
H -0.870 1.726 4.796
H -0.069 0.375 -4.868
H -5.955 2.812 -0.228
H 1.763 -5.212 1.065
H 3.920 2.216 5.926
H 2.267 -4.012 -3.021
H 0.968 3.214 -2.244
H 0.070 -1.111 -3.883
H -0.198 2.789 6.938
H -1.248 0.012 -3.569
H 3.248 1.170 3.784
H 2.471 1.069 -4.412
H 3.163 1.455 -2.821
H 2.403 -6.216 -2.246
H 2.910 -0.233 -3.284
H 4.664 6.055 8.459
H -2.831 5.174 2.580
H 0.581 2.892 -3.963
H 3.639 5.153 9.613
H -0.348 5.109 2.768
H -0.683 2.740 -2.715
H 1.679 -1.744 -2.325
*
```

The calculation puts the HOMO-LUMO gap (spin up / spin down) at 0.28871 / 0.22124 Ha. The value obtained for the LUMO energy (spin up / spin down) is -0.8025 / -2.8212 eV. As for the energy: -8069.2767 Ha.

---

2.
This record from the OMol25 dataset describes a molecular structure, C29H24Cl2GeN3SY. The level of theory is ωB97M-V with the def2-TZVPD basis set.

```
! wB97M-V def2-TZVPD RIJCOSX def2/J DEFGRID3
* xyz 3 2
Y 0.098 -0.678 -0.180
Ge -0.798 2.199 0.135
Cl -1.677 -1.316 1.851
Cl -2.310 -1.941 -0.960
S 4.488 0.652 1.649
N 1.348 -2.706 -0.123
N 2.243 -0.257 0.894
N 3.355 -3.639 -0.110
C -5.490 1.679 0.381
C 1.479 0.653 -3.074
C -4.791 1.113 -0.680
C 1.216 -4.033 -0.545
C 2.827 0.803 1.413
C 1.053 1.059 -1.808
C 2.695 -5.952 -0.905
C 2.651 -2.532 0.133
C -3.434 2.530 1.300
C 3.170 -1.265 0.669
C -0.071 2.735 2.851
C 1.603 4.885 2.258
C -0.136 1.802 -1.648
C 0.956 4.218 1.229
C 1.424 4.473 3.575
C 0.734 1.000 -4.191
C 0.589 3.400 3.871
C 0.111 3.143 1.524
C 0.296 -6.094 -1.252
C -2.716 1.967 0.236
C -0.891 2.111 -2.789
C 2.475 -4.628 -0.548
C -4.811 2.390 1.367
C -3.412 1.255 -0.751
C 1.576 -6.674 -1.265
C -0.441 1.734 -4.047
C 0.092 -4.778 -0.892
C -2.988 -1.730 0.692
C 4.439 -0.934 1.015
H 1.722 0.904 -0.964
H -0.911 -4.369 -0.876
H 1.103 4.546 0.207
H -2.893 0.859 -1.612
H 3.682 -6.394 -0.896
H -6.567 1.584 0.430
H 1.682 -7.710 -1.554
H 2.237 5.733 2.036
H 2.409 0.111 -3.190
H -5.327 0.588 -1.462
H 5.335 -1.531 0.949
H -2.919 3.097 2.067
H -0.744 1.918 3.095
H 1.075 0.717 -5.178
H -5.362 2.851 2.176
H -1.007 2.018 -4.925
H -0.556 -6.701 -1.527
H 4.347 -3.758 0.028
H 1.928 4.999 4.375
H 2.283 1.703 1.688
H 0.444 3.095 4.898
H -1.810 2.674 -2.701
H -3.688 -0.900 0.659
H -3.416 -2.677 1.001
*
```

The calculation puts the HOMO-LUMO gap (spin up / spin down) at 0.23651 / 0.23234 Ha. The value obtained for the LUMO energy (spin up / spin down) is -9.3313 / -10.2806 eV. As for the energy: -4716.7142 Ha.